1.
Computed, not measured: a single C3H4O2S molecule at a distorted geometry, with the ωB97M-V functional and the def2-TZVPD basis.

Calculated values
2S+1 ... 1
Total energy ... -18102.9749 eV
HOMO ... -8.8250 eV
Net charge ... 0
Frontier orbital gap ... 7.8 eV
Energy above the lowest of the compared OMol25 structures with the same formula, charge and spin ... 298.2 kJ/mol

Last column: natural (NBO) charge in e.
Geometry (Å):
C: -0.6194 -1.3428 0.5746  -0.53
C: -0.0660 0.0744 0.5677  0.24
C: 0.2632 0.5035 -0.6581  -0.40
O: 0.3286 0.9009 1.6300  -0.65
O: -1.4584 -3.7000 0.8324  -0.90
S: -0.8969 -2.6120 1.6545  1.11
H: -0.6078 -1.8413 -0.3466  0.24
H: 0.1759 -0.2743 -1.4114  0.20
H: 0.8665 1.3683 -0.9076  0.22
H: 0.3885 0.2332 2.3161  0.47

Atoms 1-2, force components in eV/Å:
0.957 0.290 3.333
0.848 0.072 -0.990

2.
Computed, not measured: a molecular structure, C17H13F4N5O10Y at a distorted geometry, with the ωB97M-V functional and the def2-TZVPD basis.

Calculated values
2S+1 ... 1
Total energy ... -57677.5597 eV
HOMO ... -5.5839 eV
Net charge ... -1
Frontier orbital gap ... 7.8 eV
Energy above the lowest of the compared OMol25 structures with the same formula, charge and spin ... 0.0 kJ/mol

Last column: natural (NBO) charge in e.
Geometry (Å):
Y: 0.6609 -0.6322 -0.1812  2.18
C: 3.8553 0.4207 -0.0740  -0.43
N: 3.2169 -0.8832 0.1263  -0.51
C: 3.8660 -1.8949 -0.7074  -0.41
C: 3.2703 -1.2800 1.5433  -0.24
C: 2.4590 -0.3714 2.4973  -0.23
N: 1.3837 0.3279 1.8154  -0.83
C: 0.8024 1.3985 2.3943  0.11
C: -0.0613 2.1891 1.6036  0.29
F: -0.2552 1.7994 0.3111  -0.31
C: -0.6871 3.3214 2.0544  0.36
F: -1.4781 4.0088 1.2162  -0.31
C: -0.5074 3.7767 3.3498  -0.41
C: 0.3234 3.0234 4.1534  0.37
F: 0.5208 3.4021 5.4305  -0.32
C: 0.9581 1.8784 3.7127  0.22
F: 1.6967 1.1895 4.6155  -0.32
H: 4.9119 0.3883 0.2270  0.18
H: 3.3394 1.1734 0.5192  0.23
H: 3.7991 0.6995 -1.1265  0.22
H: 4.9293 -1.9969 -0.4511  0.17
H: 3.7784 -1.6137 -1.7564  0.22
H: 3.3769 -2.8585 -0.5706  0.22
H: 4.3164 -1.2658 1.8833  0.18
H: 2.9127 -2.3070 1.6040  0.22
H: 3.1476 0.3372 2.9673  0.18
H: 2.0871 -1.0125 3.3032  0.20
H: -1.0033 4.6631 3.7127  0.24
O: -0.1229 -0.0352 -4.2664  -0.64
C: -0.3632 -0.0203 -3.0746  0.80
O: 0.5260 0.2240 -2.1577  -0.89
C: -1.8173 -0.2201 -2.6210  -0.26
C: -2.7378 -0.0984 -3.6425  -0.10
C: -4.1039 -0.1545 -3.3966  -0.07
C: -4.5997 -0.3080 -2.1194  -0.13
C: -3.6906 -0.4182 -1.0912  -0.10
C: -2.2783 -0.4540 -1.2793  0.50
O: -1.4945 -0.7379 -0.3021  -0.83
N: -4.2526 -0.5242 0.2587  0.54
O: -3.6420 -0.0314 1.1824  -0.36
O: -5.3716 -1.0059 0.3607  -0.41
N: -5.0426 -0.0243 -4.5028  0.54
O: -6.2324 -0.1398 -4.2559  -0.41
O: -4.5912 0.0211 -5.6324  -0.39
H: -2.3614 0.0459 -4.6439  0.27
H: -5.6585 -0.3348 -1.9204  0.27
O: 0.6828 -2.7430 -1.3085  -0.56
N: 0.5455 -3.4555 -0.2712  0.73
O: 0.4104 -4.6510 -0.3157  -0.38
O: 0.5759 -2.8158 0.8264  -0.58

Atoms 1-2, force components in eV/Å:
-0.067 0.007 0.101
0.037 -0.016 -0.007

3.
Computed, not measured: a single C5H7N3 molecule at a distorted geometry, with the ωB97M-V functional and the def2-TZVPD basis.

Calculated values
2S+1 ... 1
SMILES string ... [H]/N=C(/C#N)N/C=C\C
Total energy ... -9765.1166 eV
HOMO ... -9.2665 eV
Net charge ... 0
Frontier orbital gap ... 9.8 eV
Energy above the lowest of the compared OMol25 structures with the same formula, charge and spin ... 412.1 kJ/mol

Last column: natural (NBO) charge in e.
Geometry (Å):
H: -0.9488 -0.8108 -0.8392  0.38
N: 0.1278 -1.0763 -0.7318  -0.62
C: 0.7565 -0.0775 -0.2444  0.28
C: 2.1960 -0.1779 0.0034  0.24
N: 3.3248 -0.1248 0.2883  -0.27
N: 0.1140 1.0640 0.2844  -0.62
C: -1.2084 1.2329 -0.1271  0.01
C: -2.1505 0.2063 -0.1284  -0.28
C: -2.0296 -0.9384 0.5944  -0.72
H: 0.8774 1.8552 0.4017  0.43
H: -1.4449 2.0335 -0.7285  0.20
H: -3.0680 0.5120 -0.6923  0.23
H: -2.7126 -1.0634 1.5159  0.25
H: -0.8604 -1.1618 0.8499  0.26
H: -2.1931 -1.8766 0.0182  0.24

Atoms 1-2, force components in eV/Å:
3.736 -0.656 -0.709
-0.323 0.918 -1.322